# 1
{"formula": "C36H79BO32P5S", "method": "ωB97M-V/def2-TZVPD", "total_energy_ha": -5957.1808, "de_lowest_kcal_mol": 23.0, "homo_ev": -7.29, "total_charge": -1, "symbols": ["O", "C", "O", "B", "O", "C", "O", "O", "C", "O", "C", "O", "O", "C", "C", "O", "S", "O", "O", "O", "H", "H", "H", "H", "C", "C", "O", "P", "O", "O", "C", "C", "O", "C", "C", "H", "H", "H", "H", "H", "H", "H", "H", "H", "H", "H", "H", "H", "H", "H", "C", "C", "O", "P", "O", "O", "C", "C", "O", "C", "C", "H", "H", "H", "H", "H", "H", "H", "H", "H", "H", "H", "H", "H", "H", "H", "C", "C", "O", "P", "O", "O", "C", "C", "O", "C", "C", "H", "H", "H", "H", "H", "H", "H", "H", "H", "H", "H", "H", "H", "H", "H", "C", "C", "O", "P", "O", "O", "C", "C", "O", "C", "C", "H", "H", "H", "H", "H", "H", "H", "H", "H", "H", "H", "H", "H", "H", "H", "C", "C", "O", "P", "O", "O", "C", "C", "O", "C", "C", "H", "H", "H", "H", "H", "H", "H", "H", "H", "H", "H", "H", "H", "H", "H"], "coordinates": [[-21.508, -4.965, -13.188], [-22.229, -3.962, -13.431], [-23.506, -3.721, -13.296], [-23.775, -2.339, -13.771], [-22.543, -1.829, -14.372], [-21.595, -2.674, -14.116], [-20.413, -2.428, -14.266], [-24.028, -1.538, -12.531], [-25.271, -0.984, -12.599], [-25.834, -0.159, -11.869], [-25.849, -1.314, -13.998], [-24.987, -2.150, -14.621], [-26.895, -0.849, -14.412], [-18.249, -4.057, -15.772], [-19.342, -4.900, -16.377], [-18.644, -6.123, -16.642], [-17.000, -6.091, -16.707], [-16.547, -6.273, -18.034], [-16.452, -6.873, -15.575], [-17.020, -4.587, -16.342], [-18.154, -4.270, -14.707], [-18.446, -2.998, -15.939], [-19.660, -4.533, -17.353], [-20.144, -5.097, -15.666], [-30.083, -0.900, -6.392], [-29.320, -1.480, -7.704], [-28.148, -0.701, -7.983], [-26.685, -1.077, -7.422], [-25.562, -0.087, -7.697], [-26.350, -2.681, -7.811], [-26.135, -3.076, -9.195], [-26.689, -4.565, -9.433], [-27.014, -1.204, -5.839], [-26.248, -1.868, -4.807], [-27.012, -3.093, -4.351], [-31.153, -1.087, -6.472], [-29.657, -1.381, -5.511], [-29.891, 0.164, -6.252], [-29.094, -2.485, -7.349], [-29.983, -1.427, -8.568], [-26.452, -2.320, -9.913], [-25.047, -3.017, -9.230], [-26.747, -5.103, -8.486], [-27.598, -4.407, -10.014], [-26.043, -5.175, -10.064], [-25.212, -2.053, -5.090], [-26.116, -1.207, -3.951], [-27.779, -2.865, -3.611], [-27.619, -3.623, -5.085], [-26.264, -3.852, -4.121], [-19.209, 1.709, -9.499], [-19.529, 0.226, -9.387], [-20.857, 0.051, -8.957], [-22.114, 0.141, -9.972], [-23.365, 0.568, -9.197], [-21.542, 1.297, -11.048], [-21.623, 0.967, -12.410], [-21.525, 2.190, -13.292], [-22.090, -1.348, -10.739], [-21.863, -2.638, -10.103], [-20.388, -3.203, -10.202], [-20.117, 2.288, -9.666], [-18.619, 1.965, -8.619], [-18.703, 1.724, -10.464], [-19.413, -0.225, -10.373], [-18.771, -0.039, -8.650], [-20.787, 0.361, -12.762], [-22.486, 0.365, -12.696], [-22.484, 2.707, -13.257], [-20.660, 2.844, -13.183], [-21.391, 1.724, -14.267], [-22.107, -2.558, -9.043], [-22.494, -3.436, -10.495], [-20.339, -4.270, -9.986], [-20.185, -3.101, -11.268], [-19.740, -2.533, -9.636], [-30.709, 0.119, -22.268], [-30.469, 0.698, -20.878], [-29.801, -0.360, -20.144], [-28.965, -0.037, -18.834], [-28.125, 1.206, -18.849], [-30.009, -0.168, -17.531], [-29.856, 0.591, -16.307], [-30.655, 0.106, -15.109], [-28.082, -1.400, -18.673], [-27.108, -1.622, -19.600], [-27.423, -1.371, -21.097], [-30.970, 0.842, -23.041], [-29.833, -0.398, -22.660], [-31.443, -0.664, -22.074], [-29.778, 1.519, -21.070], [-31.386, 1.025, -20.389], [-28.822, 0.479, -15.979], [-30.167, 1.630, -16.423], [-31.714, 0.345, -15.202], [-30.457, -0.951, -14.929], [-30.236, 0.686, -14.286], [-26.353, -0.897, -19.297], [-26.657, -2.600, -19.427], [-26.489, -1.457, -21.652], [-27.982, -2.180, -21.567], [-27.887, -0.404, -21.294], [-17.947, 0.116, -15.058], [-18.951, 0.358, -16.268], [-19.741, 1.522, -15.994], [-20.798, 2.210, -17.012], [-21.759, 3.107, -16.339], [-19.767, 2.938, -18.080], [-20.072, 3.145, -19.398], [-21.396, 3.743, -19.569], [-21.579, 0.935, -17.687], [-22.361, 0.220, -16.725], [-23.900, 0.173, -17.053], [-18.473, -0.014, -14.112], [-17.283, -0.736, -15.204], [-17.410, 1.053, -14.912], [-18.317, 0.637, -17.110], [-19.495, -0.523, -16.605], [-19.361, 3.832, -19.858], [-19.930, 2.272, -20.036], [-22.162, 3.414, -18.867], [-21.304, 4.812, -19.380], [-21.652, 3.432, -20.583], [-21.984, -0.792, -16.868], [-22.231, 0.386, -15.656], [-24.312, -0.621, -16.430], [-24.387, 1.129, -16.864], [-24.110, -0.024, -18.104], [-28.011, 6.346, -9.570], [-28.176, 4.980, -10.137], [-27.228, 4.131, -9.529], [-26.809, 2.591, -10.055], [-25.594, 2.099, -9.306], [-26.754, 2.879, -11.728], [-25.560, 3.180, -12.299], [-25.627, 2.982, -13.816], [-28.129, 1.641, -9.785], [-28.850, 0.904, -10.820], [-29.980, 1.775, -11.306], [-28.637, 7.205, -9.813], [-28.176, 6.347, -8.492], [-26.962, 6.564, -9.768], [-29.190, 4.755, -9.805], [-28.102, 4.925, -11.223], [-25.241, 4.172, -11.979], [-24.715, 2.581, -11.957], [-26.384, 3.580, -14.323], [-24.781, 3.428, -14.338], [-25.869, 1.928, -13.951], [-28.239, 0.354, -11.536], [-29.337, 0.194, -10.152], [-30.700, 1.914, -10.499], [-29.702, 2.723, -11.767], [-30.594, 1.310, -12.078]]}

=====

# 2
{"formula": "C36H80N5O3", "method": "ωB97M-V/def2-TZVPD", "total_energy_ha": -1918.1713, "de_lowest_kcal_mol": 6.9, "homo_ev": -15.53, "total_charge": 3, "symbols": ["C", "C", "C", "C", "N", "C", "C", "C", "C", "C", "H", "H", "H", "H", "H", "H", "H", "H", "H", "H", "H", "H", "H", "H", "H", "H", "H", "H", "H", "H", "C", "C", "C", "C", "N", "C", "C", "C", "C", "C", "H", "H", "H", "H", "H", "H", "H", "H", "H", "H", "H", "H", "H", "H", "H", "H", "H", "H", "H", "H", "C", "C", "C", "C", "N", "C", "C", "C", "C", "C", "H", "H", "H", "H", "H", "H", "H", "H", "H", "H", "H", "H", "H", "H", "H", "H", "H", "H", "H", "H", "C", "C", "C", "C", "N", "C", "C", "C", "C", "C", "H", "H", "H", "H", "H", "H", "H", "H", "H", "H", "H", "H", "H", "H", "H", "H", "H", "H", "H", "H", "N", "O", "O", "O"], "coordinates": [[-3.509, -2.069, 2.223], [-4.003, -0.681, 2.695], [-3.302, 0.397, 1.964], [-4.038, 1.667, 2.172], [-3.405, 2.917, 1.648], [-3.071, 2.805, 0.188], [-2.928, 4.285, -0.211], [-4.014, 5.011, 0.522], [-4.208, 4.212, 1.813], [-2.080, 3.095, 2.347], [-3.712, -2.289, 1.198], [-4.000, -2.842, 2.787], [-2.463, -2.192, 2.371], [-3.822, -0.535, 3.782], [-5.121, -0.610, 2.583], [-3.175, 0.174, 0.919], [-2.294, 0.547, 2.333], [-4.244, 1.897, 3.201], [-5.027, 1.578, 1.647], [-2.209, 2.200, 0.098], [-3.933, 2.249, -0.224], [-1.956, 4.666, 0.057], [-3.061, 4.486, -1.272], [-3.833, 6.094, 0.713], [-4.946, 5.025, -0.045], [-3.866, 4.746, 2.723], [-5.236, 3.912, 1.948], [-1.423, 2.320, 1.950], [-2.218, 2.931, 3.418], [-1.664, 4.086, 2.197], [0.051, -5.760, 0.830], [-1.035, -4.711, 0.655], [-0.669, -3.815, -0.545], [-1.687, -2.845, -0.911], [-1.534, -2.373, -2.339], [-2.456, -1.190, -2.567], [-2.648, -1.121, -4.002], [-2.477, -2.592, -4.481], [-1.926, -3.394, -3.325], [-0.114, -2.001, -2.622], [0.062, -6.406, -0.091], [-0.119, -6.477, 1.607], [1.032, -5.297, 0.982], [-1.018, -4.123, 1.525], [-2.051, -5.153, 0.510], [-0.411, -4.584, -1.304], [0.292, -3.339, -0.378], [-1.744, -1.948, -0.240], [-2.709, -3.256, -0.950], [-1.953, -0.337, -2.088], [-3.321, -1.420, -1.956], [-1.846, -0.478, -4.395], [-3.583, -0.643, -4.248], [-1.945, -2.656, -5.410], [-3.449, -3.023, -4.687], [-1.035, -3.980, -3.552], [-2.696, -4.100, -2.954], [0.563, -2.820, -2.344], [0.061, -1.140, -1.966], [-0.058, -1.763, -3.721], [3.007, -6.113, 6.847], [3.199, -4.665, 6.621], [3.091, -4.270, 5.131], [3.215, -2.813, 5.004], [3.118, -2.327, 3.583], [4.183, -2.941, 2.727], [4.509, -1.945, 1.676], [3.798, -0.637, 2.011], [3.442, -0.840, 3.501], [1.755, -2.484, 2.998], [1.994, -6.399, 6.520], [3.034, -6.291, 7.912], [3.656, -6.825, 6.349], [4.128, -4.285, 7.031], [2.378, -4.117, 7.096], [2.093, -4.625, 4.849], [3.821, -4.889, 4.631], [4.164, -2.414, 5.346], [2.446, -2.303, 5.598], [3.813, -3.914, 2.383], [5.065, -3.113, 3.362], [4.211, -2.347, 0.681], [5.590, -1.725, 1.588], [2.868, -0.417, 1.429], [4.413, 0.240, 1.960], [2.614, -0.245, 3.871], [4.294, -0.605, 4.121], [1.394, -3.497, 2.984], [1.736, -2.026, 2.016], [1.077, -1.864, 3.598], [1.616, 3.719, -0.300], [2.454, 3.114, -1.407], [1.787, 3.226, -2.791], [2.198, 4.545, -3.487], [1.674, 4.845, -4.823], [0.145, 4.782, -4.795], [-0.271, 3.538, -5.438], [0.742, 3.333, -6.536], [2.069, 3.776, -5.849], [2.185, 6.236, -5.247], [1.555, 4.797, -0.336], [2.120, 3.380, 0.610], [0.615, 3.306, -0.272], [2.477, 2.076, -1.226], [3.440, 3.516, -1.569], [0.681, 3.160, -2.742], [2.124, 2.346, -3.317], [3.296, 4.562, -3.521], [1.975, 5.349, -2.807], [-0.176, 5.686, -5.387], [-0.231, 4.842, -3.795], [-1.304, 3.615, -5.770], [-0.127, 2.663, -4.781], [0.583, 3.908, -7.500], [0.792, 2.284, -6.842], [2.818, 4.059, -6.574], [2.466, 2.964, -5.268], [1.888, 6.969, -4.519], [1.871, 6.441, -6.282], [3.284, 6.141, -5.181], [0.083, 0.018, 0.391], [0.336, 0.770, 1.346], [0.278, -1.213, 0.427], [-0.365, 0.609, -0.615]]}

=====

# 3
{"formula": "C36H81F3N6O6P2", "method": "ωB97M-V/def2-TZVPD", "total_energy_ha": -3182.5614, "de_lowest_kcal_mol": 0.0, "homo_ev": -8.37, "total_charge": 0, "symbols": ["C", "C", "C", "C", "C", "C", "C", "C", "C", "C", "C", "C", "C", "C", "C", "C", "O", "C", "C", "C", "O", "C", "C", "O", "C", "O", "C", "C", "F", "F", "F", "H", "H", "H", "H", "H", "H", "H", "H", "H", "H", "H", "H", "H", "H", "H", "H", "H", "H", "H", "H", "H", "H", "H", "H", "H", "H", "H", "H", "H", "H", "H", "H", "H", "H", "H", "H", "H", "H", "H", "H", "H", "H", "H", "H", "H", "C", "N", "C", "P", "O", "N", "C", "C", "N", "C", "C", "H", "H", "H", "H", "H", "H", "H", "H", "H", "H", "H", "H", "H", "H", "H", "H", "H", "H", "C", "N", "C", "P", "O", "N", "C", "C", "N", "C", "C", "H", "H", "H", "H", "H", "H", "H", "H", "H", "H", "H", "H", "H", "H", "H", "H", "H", "H"], "coordinates": [[-1.645, -1.786, -2.897], [-0.201, -1.295, -2.733], [0.461, -1.913, -1.505], [1.939, -1.525, -1.314], [2.232, -0.041, -1.491], [1.635, 0.855, -0.386], [0.926, 2.079, -1.001], [0.794, 3.246, -0.022], [0.571, 4.587, -0.716], [-0.705, 4.639, -1.601], [-0.426, 5.351, -2.927], [-1.640, 5.936, -3.677], [-2.708, 6.607, -2.804], [-3.847, 5.685, -2.361], [-4.563, 4.975, -3.511], [-5.950, 4.515, -3.078], [-6.426, 3.499, -3.943], [-7.102, 2.428, -3.286], [-8.587, 2.816, -3.115], [-9.068, 2.708, -1.675], [-8.775, 1.396, -1.192], [-9.132, 1.158, 0.093], [-8.297, 0.098, 0.758], [-10.043, 1.727, 0.636], [-6.923, 1.212, -4.201], [-6.393, 0.113, -3.463], [-5.521, -0.682, -4.217], [-5.522, -2.089, -3.638], [-6.498, -2.828, -4.207], [-5.757, -2.097, -2.327], [-4.371, -2.724, -3.881], [-2.052, -1.408, -3.835], [-2.250, -1.434, -2.060], [-1.664, -2.877, -2.901], [-0.246, -0.214, -2.586], [0.379, -1.516, -3.632], [-0.096, -1.617, -0.610], [0.417, -3.002, -1.597], [2.295, -1.910, -0.355], [2.509, -2.072, -2.074], [1.883, 0.278, -2.475], [3.311, 0.131, -1.507], [0.925, 0.308, 0.237], [2.437, 1.265, 0.229], [1.552, 2.410, -1.837], [-0.051, 1.772, -1.380], [0.029, 3.078, 0.742], [1.745, 3.314, 0.516], [1.432, 4.855, -1.334], [0.468, 5.384, 0.025], [-1.042, 3.622, -1.804], [-1.465, 5.153, -1.014], [0.341, 6.120, -2.815], [0.010, 4.597, -3.591], [-2.073, 5.199, -4.355], [-1.244, 6.716, -4.334], [-2.222, 6.983, -1.898], [-3.138, 7.461, -3.330], [-4.595, 6.286, -1.833], [-3.503, 4.921, -1.661], [-4.016, 4.094, -3.853], [-4.655, 5.627, -4.385], [-6.625, 5.380, -3.126], [-5.909, 4.182, -2.035], [-6.643, 2.205, -2.320], [-8.698, 3.868, -3.380], [-9.255, 2.226, -3.741], [-8.574, 3.474, -1.071], [-10.136, 2.923, -1.640], [-8.576, 0.104, 1.810], [-7.236, 0.327, 0.694], [-8.522, -0.890, 0.360], [-7.866, 0.911, -4.666], [-6.239, 1.490, -5.006], [-5.844, -0.761, -5.258], [-4.502, -0.281, -4.191], [5.217, -0.495, 5.446], [4.872, 0.417, 4.379], [5.963, 0.583, 3.427], [3.796, 1.728, 4.509], [3.368, 1.984, 3.116], [2.312, 1.243, 5.266], [2.035, -0.160, 5.531], [1.147, 1.873, 4.649], [4.380, 2.526, 5.850], [5.625, 3.271, 5.678], [3.915, 2.413, 7.221], [5.960, -0.089, 6.151], [5.643, -1.401, 5.009], [4.353, -0.815, 6.013], [6.783, 1.194, 3.829], [5.601, 1.056, 2.515], [6.372, -0.391, 3.148], [2.202, -0.807, 4.660], [0.994, -0.267, 5.840], [2.621, -0.533, 6.370], [0.837, 1.372, 3.725], [1.348, 2.915, 4.406], [0.313, 1.851, 5.354], [6.494, 2.704, 6.031], [5.589, 4.219, 6.219], [5.786, 3.513, 4.626], [4.232, 1.472, 7.682], [2.836, 2.497, 7.293], [4.338, 3.230, 7.809], [2.173, -6.363, 0.721], [3.099, -5.835, -0.257], [2.523, -5.802, -1.593], [4.792, -5.956, -0.179], [5.276, -4.853, -1.038], [5.388, -5.497, 1.385], [4.500, -4.898, 2.370], [6.629, -4.732, 1.301], [5.007, -7.591, 0.071], [4.764, -8.465, -1.074], [5.213, -8.275, 1.335], [1.994, -7.446, 0.620], [1.211, -5.861, 0.600], [2.488, -6.166, 1.738], [2.454, -6.798, -2.052], [3.120, -5.171, -2.250], [1.519, -5.372, -1.566], [3.907, -4.065, 1.970], [5.094, -4.523, 3.206], [3.828, -5.637, 2.807], [6.458, -3.677, 1.059], [7.290, -5.141, 0.540], [7.150, -4.789, 2.261], [3.765, -8.915, -1.041], [5.502, -9.268, -1.114], [4.850, -7.907, -2.008], [4.288, -8.340, 1.918], [5.978, -7.797, 1.937], [5.553, -9.294, 1.137]]}